Formula: C9H14Br2F6NO4S5Ti
Source: the OMol25 dataset
Level of theory: ωB97M-V with the def2-TZVPD basis set

Spin multiplicity: 3
HOMO energy (spin up / spin down) in eV: -11.0925 / -13.3108
E in hartree: -9294.5123
Max |F| in eV/Å: 0.8
Gap between HOMO and LUMO (spin up / spin down) in Ha: 0.261 / 0.359
Expectation value of S²: 2.0089
Energy relative to the best compared isomer or geometry (same formula, charge and spin) in kcal per mole: 0.0
Total charge: +1

CARTESIAN COORDINATES (ANGSTROEM)
1 Ti 0.426 -0.262 -0.109
2 C 2.785 2.266 -0.227
3 C 1.610 3.059 -0.782
4 S 0.207 2.043 -1.348
5 C -1.201 2.891 -0.601
6 C -1.200 2.898 0.919
7 S -0.902 1.246 1.615
8 C 0.345 1.598 2.877
9 C 1.692 2.082 2.361
10 S 2.388 1.037 1.043
11 H 3.519 2.958 0.189
12 H 3.289 1.700 -1.009
13 H 1.952 3.643 -1.637
14 H 1.229 3.764 -0.045
15 H -2.074 2.367 -0.990
16 H -1.234 3.909 -0.990
17 H -2.173 3.235 1.278
18 H -0.452 3.586 1.312
19 H 0.447 0.662 3.424
20 H -0.077 2.334 3.562
21 H 2.406 2.085 3.184
22 H 1.631 3.102 1.984
23 Br 0.284 -1.758 1.772
24 C -3.508 -1.419 1.076
25 Br -3.626 -0.124 -0.244
26 H -3.409 -1.083 2.093
27 H -3.705 -2.434 0.778
28 F 3.950 0.607 -3.421
29 C 2.807 0.104 -3.876
30 F 1.899 1.072 -3.929
31 F 2.981 -0.423 -5.068
32 S 2.271 -1.214 -2.701
33 O 1.962 -0.434 -1.465
34 O 3.342 -2.128 -2.578
35 N 0.977 -1.740 -3.397
36 S -0.351 -2.104 -2.663
37 O -0.638 -1.099 -1.603
38 O -1.423 -2.382 -3.537
39 C -0.006 -3.666 -1.740
40 F 0.216 -4.622 -2.618
41 F 1.073 -3.496 -0.982
42 F -1.044 -3.965 -0.983

Formula: C9H14BrN2O2
Source: the OMol25 dataset
Level of theory: ωB97M-V with the def2-TZVPD basis set

HOMO energy in eV: -12.3880
E in hartree: -3184.8651
Max |F| in eV/Å: 9.5
Gap between HOMO and LUMO in Ha: 0.294
Energy relative to the best compared isomer or geometry (same formula, charge and spin) in kcal per mole: 84.5
Total charge: +1

CARTESIAN COORDINATES (ANGSTROEM)
1 O -0.845 -3.365 2.297
2 C -0.544 -3.164 3.609
3 Br -1.880 -3.846 4.934
4 C 0.861 -2.349 4.007
5 C 0.860 -1.010 3.008
6 C 1.249 -0.998 1.415
7 N 1.007 0.461 1.089
8 C 0.540 1.228 2.335
9 N 0.427 0.337 3.561
10 H 0.872 -1.999 5.136
11 H 1.825 -2.992 3.844
12 H 1.597 -1.907 0.753
13 H 1.151 0.793 0.110
14 H 0.255 2.365 2.340
15 H 0.108 0.564 4.546
16 C -0.878 1.857 -4.100
17 C -1.368 0.552 -3.527
18 C -0.165 0.081 -2.739
19 O 0.524 1.256 -2.290
20 C -0.017 2.393 -2.977
21 H -1.682 2.541 -4.385
22 H -0.261 1.665 -4.986
23 H -2.210 0.737 -2.850
24 H -1.690 -0.167 -4.285
25 H 0.524 -0.490 -3.369
26 H -0.443 -0.534 -1.878
27 H -0.614 2.964 -2.258
28 H 0.796 3.028 -3.338

Formula: C9H14BrNO3
Source: the OMol25 dataset
Level of theory: ωB97M-V with the def2-TZVPD basis set

HOMO energy in eV: -9.7399
E in hartree: -3205.7699
Max |F| in eV/Å: 7.0
Gap between HOMO and LUMO in Ha: 0.349
SMILES: CC1(C)OC(C)(C)[C@@](Br)(C(N)=O)C1=O
Energy relative to the best compared isomer or geometry (same formula, charge and spin) in kcal per mole: 8.6

CARTESIAN COORDINATES (ANGSTROEM)
1 C 1.124 -2.512 -0.832
2 C 1.038 -1.034 -0.388
3 C 2.473 -0.518 -0.146
4 O 0.335 -0.913 0.863
5 C -0.871 -0.087 0.835
6 C -1.205 0.696 2.081
7 C -1.949 -1.162 0.607
8 C -0.718 0.799 -0.390
9 Br -2.467 1.006 -1.281
10 C 0.112 2.080 -0.301
11 N -0.287 3.300 -0.737
12 O 1.171 2.234 0.394
13 C 0.203 -0.122 -1.314
14 O 0.338 -0.037 -2.609
15 H 0.139 -2.987 -0.641
16 H 1.909 -3.068 -0.413
17 H 1.314 -2.520 -1.943
18 H 3.165 -1.276 -0.504
19 H 2.769 0.285 -0.903
20 H 2.724 -0.174 0.901
21 H -1.927 1.433 1.879
22 H -0.271 1.265 2.453
23 H -1.600 0.066 2.937
24 H -1.873 -2.040 1.173
25 H -1.795 -1.442 -0.472
26 H -3.027 -0.846 0.595
27 H -1.263 3.572 -1.056
28 H 0.439 4.001 -0.789

Formula: C9H14CaN4O3S4
Source: the OMol25 dataset
Level of theory: ωB97M-V with the def2-TZVPD basis set

HOMO energy in eV: -1.1419
E in hartree: -3066.7154
Max |F| in eV/Å: 2.7
Gap between HOMO and LUMO in Ha: 0.223
Energy relative to the best compared isomer or geometry (same formula, charge and spin) in kcal per mole: 20.0
Total charge: -2

CARTESIAN COORDINATES (ANGSTROEM)
1 Ca 0.438 0.458 -0.045
2 N -1.726 -0.362 -0.832
3 C -1.713 -1.813 -0.501
4 C -0.290 -2.401 -0.583
5 O -0.082 -3.404 -1.296
6 N 0.574 -1.722 0.186
7 C 1.996 -2.080 0.117
8 C 2.907 -0.843 -0.152
9 O 4.063 -0.852 0.280
10 O 2.360 0.133 -0.819
11 H -2.528 0.078 -0.372
12 H -1.840 -0.235 -1.829
13 H -2.369 -2.401 -1.136
14 H -2.056 -1.910 0.528
15 H 2.176 -2.806 -0.681
16 H 2.339 -2.524 1.052
17 S -0.524 3.105 -0.442
18 S -1.808 3.384 1.184
19 S -3.651 2.480 0.982
20 S -3.692 0.623 1.949
21 C -1.611 -0.526 5.117
22 C -0.544 0.005 4.213
23 C 0.785 0.317 4.420
24 C 1.253 0.806 3.180
25 N 0.275 0.778 2.278
26 N -0.798 0.277 2.929
27 C 2.617 1.314 2.813
28 H -1.365 -0.322 6.159
29 H -1.725 -1.606 4.996
30 H -2.572 -0.064 4.879
31 H 1.339 0.229 5.344
32 H -1.719 0.316 2.486
33 H 3.200 1.521 3.712
34 H 2.527 2.231 2.232
35 H 3.175 0.595 2.207

Formula: C9H14Cl2FNO8S
Source: the OMol25 dataset
Level of theory: ωB97M-V with the def2-TZVPD basis set

HOMO energy in eV: -10.9302
E in hartree: -2426.3481
Max |F| in eV/Å: 7.3
Gap between HOMO and LUMO in Ha: 0.354
SMILES: C[C@@H](Cl)[C@H](Cl)NS(=O)(=O)F.O=C1OCCO1.O=C1OCCO1

CARTESIAN COORDINATES (ANGSTROEM)
1 C 6.202 -1.006 2.755
2 C 5.174 -0.910 1.477
3 Cl 5.088 -2.582 0.661
4 C 3.682 -0.287 1.868
5 Cl 3.964 1.579 1.989
6 N 3.167 -0.847 3.176
7 S 1.721 -1.807 2.984
8 O 0.440 -0.999 2.659
9 O 1.528 -2.699 4.255
10 F 1.940 -2.917 1.667
11 H 7.062 -1.759 2.471
12 H 5.693 -1.346 3.758
13 H 6.688 0.055 2.982
14 H 5.651 -0.138 0.721
15 H 2.968 -0.483 0.961
16 H 3.077 -0.117 3.918
17 O -0.467 3.266 -2.461
18 C -0.690 2.342 -1.696
19 O -1.925 1.808 -1.472
20 C -1.732 0.630 -0.711
21 C -0.416 0.865 -0.043
22 O 0.264 1.709 -0.953
23 H -2.545 0.495 0.008
24 H -1.710 -0.229 -1.388
25 H -0.519 1.387 0.913
26 H 0.141 -0.062 0.116
27 O -4.404 -1.486 -1.441
28 C -4.874 -0.632 -2.173
29 O -5.342 0.578 -1.746
30 C -5.585 1.356 -2.903
31 C -5.786 0.330 -3.971
32 O -5.002 -0.760 -3.526
33 H -6.465 1.991 -2.765
34 H -4.714 1.991 -3.091
35 H -6.829 0.007 -4.050
36 H -5.446 0.678 -4.950

Formula: C9H14Cl2NO
Source: the OMol25 dataset
Level of theory: ωB97M-V with the def2-TZVPD basis set

Spin multiplicity: 3
HOMO energy (spin up / spin down) in eV: -10.4574 / -13.5818
E in hartree: -1401.1924
Max |F| in eV/Å: 4.2
Gap between HOMO and LUMO (spin up / spin down) in Ha: 0.232 / 0.247
Expectation value of S²: 2.0228
Total charge: +1

CARTESIAN COORDINATES (ANGSTROEM)
1 C 1.422 -1.345 0.186
2 C 0.645 -0.265 0.043
3 C 2.809 -0.765 0.292
4 C 2.527 0.764 0.292
5 C 2.560 1.617 1.471
6 C -1.993 -0.624 -2.447
7 C -2.014 0.928 1.573
8 C -0.839 -1.107 -1.571
9 C -1.747 -0.361 0.726
10 N -0.694 -0.088 -0.413
11 O 3.903 -1.222 0.099
12 Cl 1.121 -3.030 0.265
13 Cl 3.129 1.577 -1.095
14 H 1.968 2.613 1.380
15 H 3.662 1.944 1.672
16 H 2.255 1.079 2.357
17 H -2.665 -0.071 -1.865
18 H -1.669 0.244 -3.096
19 H -2.262 -1.320 -3.175
20 H -2.424 1.812 1.054
21 H -2.692 0.703 2.418
22 H -1.103 1.067 2.076
23 H 0.103 -1.186 -2.010
24 H -1.090 -2.069 -1.052
25 H -2.783 -0.657 0.237
26 H -1.368 -1.125 1.352
27 H -0.760 0.887 -0.774

Formula: C9H14ClN5O4
Source: the OMol25 dataset
Level of theory: ωB97M-V with the def2-TZVPD basis set

HOMO energy in eV: -9.4409
E in hartree: -1386.1831
Max |F| in eV/Å: 4.5
Gap between HOMO and LUMO in Ha: 0.315
SMILES: CCN1CCN(NC(=O)N(CCCl)N=O)C(=O)C1=O
Energy relative to the best compared isomer or geometry (same formula, charge and spin) in kcal per mole: 6.5

CARTESIAN COORDINATES (ANGSTROEM)
1 C 4.557 1.114 2.014
2 C 3.980 -0.278 2.131
3 N 2.575 -0.266 1.663
4 C 2.356 -0.782 0.314
5 C 1.125 -0.137 -0.338
6 N -0.055 -0.264 0.532
7 N -1.342 -0.604 -0.019
8 C -1.975 0.056 -1.063
9 O -1.302 0.726 -1.843
10 N -3.337 -0.009 -1.216
11 C -4.034 0.863 -2.187
12 C -4.105 0.065 -3.513
13 Cl -5.232 0.991 -4.606
14 N -4.221 -0.726 -0.493
15 O -3.784 -1.790 0.006
16 C 0.093 -0.191 1.952
17 O -0.885 -0.382 2.656
18 C 1.476 -0.073 2.504
19 O 1.729 0.240 3.651
20 H 4.385 1.436 0.980
21 H 4.121 1.825 2.707
22 H 5.620 1.061 2.199
23 H 4.019 -0.597 3.150
24 H 4.587 -0.924 1.473
25 H 3.250 -0.612 -0.298
26 H 2.199 -1.890 0.345
27 H 1.380 0.909 -0.404
28 H 0.904 -0.607 -1.323
29 H -1.935 -1.206 0.530
30 H -5.040 1.180 -1.873
31 H -3.486 1.793 -2.328
32 H -4.494 -0.899 -3.319
33 H -3.130 -0.023 -3.984

Formula: C9H14F3N3O4S
Source: the OMol25 dataset
Level of theory: ωB97M-V with the def2-TZVPD basis set

HOMO energy in eV: -8.5662
E in hartree: -1514.0177
Max |F| in eV/Å: 7.9
Gap between HOMO and LUMO in Ha: 0.261

CARTESIAN COORDINATES (ANGSTROEM)
1 C 4.635 -1.324 -0.290
2 C 3.016 -1.682 -0.507
3 O 2.400 -1.614 0.827
4 C 1.806 -0.260 1.001
5 N 0.485 -0.276 0.263
6 C 0.004 0.413 -0.995
7 C -1.533 -0.087 -1.271
8 N -1.717 -1.028 -0.101
9 C -2.892 -1.912 0.301
10 C -2.286 -3.465 0.343
11 N -1.721 -3.989 -0.827
12 C -0.544 -1.199 0.886
13 H 4.804 -0.179 -0.484
14 H 5.284 -2.028 -0.966
15 H 4.881 -1.603 0.839
16 H 2.905 -2.757 -1.009
17 H 2.565 -0.895 -1.268
18 H 1.634 -0.118 2.159
19 H 2.472 0.607 0.582
20 H 0.632 1.144 -1.660
21 H -2.311 0.160 -2.112
22 H -3.815 -1.794 -0.409
23 H -3.250 -1.619 1.399
24 H -2.266 -4.143 1.297
25 H -1.778 -3.257 -1.596
26 H -0.494 -1.897 1.830
27 C -2.398 4.752 0.259
28 F -2.470 5.860 -0.547
29 F -2.715 5.188 1.520
30 F -3.435 3.942 -0.127
31 S -0.737 3.899 0.178
32 O 0.242 4.902 0.620
33 O -0.565 3.506 -1.227
34 O -0.839 2.752 1.090

Which formula does entry 8 have? C9H14F3N3O4S